{
  "formula": "C45H38AsCl2IrN2O3PS",
  "method": "ωB97M-V/def2-TZVPD",
  "species": ["H", "C", "N", "H", "C", "H", "As", "H", "C", "H", "S", "N", "H", "H", "H", "P", "H", "H", "C", "H", "C", "C", "H", "C", "C", "C", "H", "Cl", "C", "C", "C", "C", "C", "C", "C", "H", "C", "O", "H", "C", "H", "Ir", "H", "C", "H", "H", "C", "C", "H", "H", "H", "Cl", "H", "C", "H", "H", "C", "C", "C", "H", "H", "C", "C", "H", "H", "C", "C", "O", "H", "O", "C", "H", "H", "H", "H", "C", "C", "C", "C", "H", "C", "H", "C", "C", "C", "C", "H", "C", "C", "C", "C", "H", "C", "C"],
  "xyz": [[2.836411, 3.495917, -1.899654], [2.287436, -0.078866, -2.484370], [3.341387, -3.186921, 1.388137], [-5.255462, 0.558190, 3.042367], [-0.651120, 0.297059, 3.863412], [-6.279310, 6.581917, -0.203002], [-1.399129, 3.558985, 0.819737], [-3.312224, 5.051519, 2.474247], [3.848332, -4.049905, -2.979047], [1.967810, -4.738190, -2.229200], [1.253421, -2.440136, 2.853850], [0.680828, -2.464480, -1.870950], [4.846230, -3.650181, 0.093919], [3.289270, -3.284985, 4.701979], [-0.041255, 1.052364, -0.627525], [-0.771536, -0.353201, 1.141620], [-5.059482, 5.588153, -2.112163], [-6.310458, -1.392946, 1.940245], [2.642793, 0.358184, -1.052468], [-1.425932, 0.080471, -1.046725], [0.870708, 1.483653, 2.438769], [-4.479810, -2.054314, 1.037421], [1.209005, 0.011789, -2.643337], [1.762228, 5.331168, -2.261193], [-0.158089, 4.295878, -0.506197], [0.930418, 1.836235, 4.815307], [-4.934377, -2.901149, 0.539283], [-0.624430, -4.229935, 0.331886], [-4.871959, 5.877202, 1.253903], [-3.005242, 4.596477, 0.402128], [3.684906, -3.401296, 3.702870], [0.629757, 6.068437, -1.946683], [4.958195, -3.854568, 3.483072], [5.431442, -3.961752, 2.172074], [4.617409, -2.945604, -3.313728], [-2.947029, 1.682055, 0.214278], [1.948590, 4.080124, -1.688505], [2.599691, -2.926998, 0.305973], [6.433499, -4.298528, 1.953637], [-1.757014, -5.684268, -3.176703], [0.276563, -1.562003, -2.096136], [0.866066, -1.848402, 0.654074], [-0.476060, 0.687380, 5.960402], [0.999191, 3.574361, -0.812458], [5.626579, -3.068930, -3.684187], [-2.855681, 0.986406, 2.768042], [-3.120046, -1.816725, 0.889142], [-3.696364, 5.166038, 1.466951], [1.193659, 2.614481, -0.357033], [-1.437362, -4.873793, -5.146460], [2.247833, 2.793960, 3.413685], [0.059829, -2.542593, -4.784366], [1.361133, 2.323461, 5.680873], [-3.300816, 0.120437, 2.291478], [-2.170631, 2.301344, -1.229257], [-2.526644, -2.475391, 0.269537], [4.077106, -1.678090, -3.171364], [-0.101809, 0.923350, 4.972368], [-4.658351, -0.117084, 2.443238], [-2.977450, 4.339501, -1.734056], [-2.340457, -6.527102, -3.521926], [2.017869, -2.601841, -2.387543], [2.779436, -1.482007, -2.707765], [-1.951203, -6.186112, -1.096536], [-1.200557, 6.146801, -0.840389], [-1.035427, 0.771760, -0.287491], [-3.509384, 4.758149, -0.887583], [3.647147, 1.030725, -0.879102], [-1.439093, -0.433302, 4.005555], [1.808594, 0.002297, -0.134875], [-0.322909, 5.556635, -1.073626], [5.594875, -4.113507, 4.318167], [4.252161, -5.050046, -3.073145], [2.783224, 0.601741, -3.173656], [2.502668, 5.734412, -2.940166], [-0.191999, 0.595429, 2.582833], [-5.365181, 6.027660, -0.032630], [-0.497061, -3.706990, -3.630121], [1.423425, 2.105203, 3.546642], [0.484492, 7.050247, -2.380177], [-0.203828, -3.519439, -2.274774], [4.670679, -0.804250, -3.410793], [2.848708, -3.046063, 2.631381], [-5.250497, -1.209018, 1.821131], [-0.778450, -4.426461, -1.384680], [-1.250240, -4.773011, -4.086823], [1.304624, 1.651871, 1.467925], [4.598091, -3.617288, 1.145107], [-2.511846, -0.738557, 1.525376], [-4.680424, 5.468035, -1.105033], [-1.537525, -5.503451, -1.825245], [-5.398228, 6.314641, 2.092798], [-1.980095, 1.963162, -0.209196], [2.555770, -3.875574, -2.516749]],
  "forces_ev_per_angstrom": [[-0.011, -0.007, 0.025], [0.020, -0.015, -0.042], [0.107, -0.021, -0.102], [-0.006, -0.001, 0.000], [-0.045, -0.015, 0.038], [0.000, 0.001, 0.000], [0.000, -0.034, -0.009], [0.001, 0.002, 0.003], [-0.007, -0.022, 0.006], [0.007, 0.002, -0.017], [-0.080, 0.254, -0.106], [-0.173, 0.103, 0.361], [0.015, -0.003, 0.011], [-0.008, -0.003, -0.009], [-0.043, 0.005, -0.003], [0.053, -0.011, -0.014], [0.001, -0.002, -0.001], [0.001, -0.002, 0.004], [-0.043, -0.022, -0.017], [0.019, -0.051, 0.004], [-0.006, -0.004, 0.105], [0.001, 0.009, 0.006], [-0.001, 0.026, 0.006], [-0.026, -0.009, 0.008], [0.095, -0.030, 0.021], [-0.001, -0.001, 0.004], [-0.004, 0.002, 0.000], [0.175, -0.460, -0.086], [0.008, 0.000, -0.014], [0.009, 0.035, -0.003], [-0.016, -0.004, 0.038], [0.000, -0.017, 0.003], [-0.027, 0.008, 0.062], [-0.018, 0.013, -0.150], [-0.009, 0.034, 0.000], [0.022, -0.025, 0.000], [0.015, 0.024, -0.027], [-0.037, -0.030, 0.081], [-0.006, 0.003, -0.015], [0.000, -0.021, -0.006], [0.136, 0.033, -0.170], [-0.039, 0.172, 0.028], [0.004, -0.003, 0.002], [-0.037, 0.107, -0.018], [0.004, 0.004, 0.007], [-0.037, -0.038, -0.037], [-0.001, -0.020, 0.011], [-0.014, -0.008, -0.011], [0.025, -0.056, 0.054], [0.001, 0.002, 0.004], [-0.008, -0.002, -0.001], [0.011, -0.003, -0.024], [-0.004, 0.001, 0.000], [-0.064, 0.054, 0.024], [-0.018, 0.027, 0.008], [0.004, 0.008, 0.020], [0.014, -0.002, 0.019], [0.018, -0.005, 0.008], [-0.009, -0.031, -0.025], [0.000, 0.001, 0.000], [0.000, 0.007, 0.004], [-0.002, -0.124, 0.034], [0.009, 0.074, 0.020], [0.005, 0.009, 0.004], [0.018, 0.010, 0.003], [0.073, 0.034, -0.022], [-0.015, -0.008, 0.002], [-0.046, 0.043, 0.029], [0.044, 0.028, 0.011], [0.204, -0.018, -0.017], [-0.012, -0.012, -0.024], [-0.006, 0.002, -0.004], [-0.007, -0.001, -0.004], [0.008, -0.027, -0.028], [-0.001, 0.003, -0.002], [0.003, -0.019, 0.021], [0.013, -0.011, 0.008], [-0.087, 0.027, -0.069], [-0.013, -0.003, -0.003], [-0.003, 0.002, 0.002], [-0.079, 0.044, -0.019], [-0.002, 0.002, 0.001], [-0.098, -0.031, 0.135], [0.029, 0.019, 0.002], [-0.053, 0.036, 0.062], [0.005, 0.051, -0.048], [0.053, 0.012, -0.143], [0.133, -0.046, -0.007], [-0.019, -0.044, -0.050], [0.006, -0.001, 0.018], [-0.001, 0.046, 0.048], [-0.001, -0.001, 0.000], [-0.109, 0.005, -0.021], [-0.019, -0.060, -0.004]],
  "mulliken_charge": [0.4941, -1.0976, 0.1677, 0.4307, -0.7699, 0.3794, 0.6135, 0.3621, -0.8734, 0.4795, -0.5453, 0.9388, 0.4122, 0.4350, -0.0685, 1.3565, 0.3833, 0.3825, 0.3482, 0.3866, -0.6395, -0.6759, 0.4179, -0.5087, 0.1550, -0.7790, 0.4469, -0.2002, -0.5748, 0.0944, -0.8137, -0.6673, -0.2269, -0.7305, -0.8024, 0.7871, -0.9612, -0.6893, 0.4238, -0.5029, 0.1894, 2.8722, 0.4456, 0.4823, 0.4093, 0.5020, -0.2996, -0.6745, -0.0622, 0.4448, 0.4932, -0.1898, 0.4006, -0.6307, 0.6397, 0.1634, -0.7486, -0.7371, -0.8519, 0.3333, 0.3900, -0.1685, 0.5657, 0.4743, 0.4076, -0.2341, 0.1157, -0.7118, 0.4877, -1.3832, -0.4265, 0.3797, 0.4448, 0.7029, 0.3805, 0.6262, -0.4031, 1.2460, -1.0217, 0.3876, -2.4516, 0.4862, 0.7458, -0.6202, 1.1787, -0.5501, 0.5411, -0.3328, 0.7155, -0.7601, -0.8464, 0.3949, -1.5015, -0.2092],
  "homo_energy_ev": [-7.04, -7.10],
  "lumo_ev": [0.424, 0.369],
  "s2": 0.754,
  "charge": 0,
  "multiplicity": 2,
  "e_tot_ha": -6072.85944,
  "orbital_gap_ev": [7.466, 7.472]
}

{
  "formula": "C45H38BN2O7PS2",
  "method": "ωB97M-V/def2-TZVPD",
  "species": ["C", "C", "H", "H", "H", "C", "H", "C", "C", "C", "C", "H", "O", "H", "C", "H", "H", "C", "O", "O", "O", "C", "C", "C", "N", "C", "O", "C", "H", "H", "C", "C", "C", "H", "H", "H", "H", "C", "H", "C", "H", "H", "H", "H", "P", "H", "C", "O", "C", "C", "H", "C", "C", "S", "C", "C", "C", "C", "H", "N", "C", "H", "H", "C", "H", "C", "H", "C", "C", "C", "H", "C", "H", "O", "C", "C", "H", "H", "C", "H", "C", "C", "C", "H", "B", "C", "C", "H", "H", "H", "S", "H", "C", "C", "H", "H"],
  "xyz": [[2.172923, -2.526291, -8.477036], [-0.818768, -8.480076, 4.485518], [1.589570, 3.366820, -0.288124], [1.060391, -3.065113, -6.721531], [-1.687402, -8.434477, 3.843453], [0.303867, 2.431140, 1.148054], [2.473094, -3.542871, -8.693973], [-1.964363, 3.213604, 1.209028], [1.040275, 1.309782, 3.457153], [-4.222756, 2.742872, 6.883187], [1.991594, 1.214390, 4.463426], [-4.704954, 2.612226, 7.851872], [3.408870, 0.681575, -10.855660], [3.046810, 1.184046, 4.222082], [0.903231, 3.846949, -8.318306], [0.841660, -10.573745, 6.562584], [2.893703, -1.894408, 4.183032], [1.350460, 2.552252, -8.551249], [0.227933, 1.697954, -6.662120], [-1.315152, -6.103880, 3.096907], [-1.428310, -1.018775, 3.311509], [0.339184, -3.849351, 3.141763], [2.666248, 0.906801, -9.924538], [-0.727987, 1.346684, 5.095651], [-1.298906, 1.423010, 2.722853], [0.982123, -0.959809, -7.094053], [2.963927, -6.237791, 6.326831], [2.189577, 2.290168, -9.635819], [0.942753, 5.881670, -8.978251], [-2.319620, 5.799253, -2.975199], [-2.207137, 1.420500, 5.384164], [0.605582, -9.671818, 6.013449], [2.519460, -3.889689, 4.864370], [-3.779209, -0.430029, 1.409910], [-4.975937, 1.058425, 5.707183], [-4.870368, 2.561649, 4.819037], [-0.511558, -3.846351, 2.474164], [2.254023, -2.763592, 4.102318], [-0.236903, 3.257107, -4.393914], [0.231224, 1.232131, 6.095235], [0.360136, -0.737704, -6.238086], [2.322128, 1.073771, 6.561690], [2.297248, -8.578154, 6.765614], [3.209929, -1.689055, -10.164507], [-1.732684, -0.098503, 1.988050], [-2.478314, 4.737992, -0.194135], [-1.894932, 4.831652, -3.246564], [-3.367066, 0.091014, 2.112583], [-1.684723, 4.096470, 0.171990], [1.423282, -8.560825, 6.129422], [-2.430611, 4.033462, -2.711610], [-0.327394, -6.144668, 3.800950], [1.294352, 4.874554, -9.159186], [-2.556749, 2.038398, 7.054291], [-0.310499, 1.359749, 3.768766], [0.594141, -4.979324, 3.906568], [1.577041, 1.160882, 5.780067], [2.585266, 3.326613, -10.471928], [-6.159708, 2.346427, 5.994191], [-0.451392, 4.803177, -2.988449], [1.166708, -2.744245, 3.236673], [-4.129299, 3.817528, 6.716078], [-0.076878, 1.196612, 7.132961], [0.587088, 3.327586, 0.123070], [-2.070072, 4.675924, -4.314016], [2.585624, -1.495147, -9.303422], [-1.158199, -10.498226, 5.109864], [2.013943, -6.213962, 5.573550], [-0.976510, 2.371265, 1.692343], [0.926507, 1.463535, -7.625687], [3.240111, 3.110525, -11.304578], [0.003389, -7.365059, 4.591430], [-2.665973, 0.443546, 5.235381], [0.343751, 6.394055, -1.330457], [1.385076, 0.077662, -7.925745], [-0.517968, -9.630096, 5.194818], [3.363178, -3.917512, 5.539993], [-2.134857, -1.667243, 3.422910], [1.695982, -5.004110, 4.765588], [0.966051, -1.867031, 2.638409], [1.124851, -7.403131, 5.421974], [2.196788, -0.189876, -9.029790], [1.375939, -2.258003, -7.369300], [0.251017, 4.036412, -7.476999], [-0.146190, 5.153376, -1.585169], [-0.403287, 4.164122, -0.387683], [-5.108759, 2.137370, 5.795971], [2.446477, 5.420903, -10.886527], [0.444435, 6.852078, -2.177027], [-2.652194, 2.097732, 4.656124], [1.540302, 1.339458, 1.764757], [-0.257248, 2.678707, -2.726772], [0.083455, 3.496762, -3.377557], [2.138467, 4.615012, -10.233617], [-2.955002, 3.148980, 1.641517], [1.174693, 3.505618, -3.363743]],
  "forces_ev_per_angstrom": [[-0.009, 0.018, 0.010], [-0.020, -0.092, 0.019], [0.033, -0.032, 0.078], [-0.002, -0.006, 0.000], [0.011, 0.053, -0.024], [-0.010, 0.109, -0.053], [0.005, -0.005, 0.006], [-0.034, 0.108, -0.161], [0.141, 0.016, -0.011], [-0.299, 0.145, -0.208], [0.061, 0.001, -0.078], [0.172, -0.052, 0.067], [-0.010, -0.001, -0.006], [-0.022, 0.033, -0.073], [0.000, 0.093, -0.013], [-0.004, -0.004, 0.005], [-0.003, 0.009, -0.003], [0.026, -0.043, -0.022], [-0.023, 0.009, 0.031], [0.005, -0.002, 0.005], [-0.234, -0.046, -0.071], [-0.005, 0.103, -0.041], [0.039, -0.009, -0.037], [-0.146, -0.047, 0.249], [0.698, -0.410, -0.319], [-0.005, -0.090, 0.025], [0.002, -0.002, -0.008], [-0.032, -0.035, 0.035], [0.004, 0.007, 0.002], [-0.012, -0.010, 0.057], [0.037, 0.315, -0.099], [-0.011, 0.013, -0.012], [0.011, 0.091, -0.022], [-0.094, 0.184, 0.022], [-0.104, -0.002, 0.153], [-0.026, -0.029, 0.027], [-0.016, -0.050, 0.010], [-0.003, -0.025, 0.011], [0.091, 0.040, -0.006], [-0.124, -0.035, 0.062], [-0.010, 0.055, -0.013], [-0.083, 0.010, 0.029], [0.014, 0.059, -0.005], [0.011, 0.056, -0.014], [-0.122, 0.359, 0.208], [0.031, 0.006, 0.002], [0.108, -0.036, -0.137], [-0.047, -0.288, -0.125], [0.092, -0.184, 0.110], [-0.020, -0.090, 0.034], [-0.043, 0.062, 0.037], [-0.058, 0.010, -0.027], [0.012, -0.014, -0.009], [0.031, -0.173, 0.176], [-0.272, 0.124, -0.029], [0.025, -0.045, 0.039], [0.165, -0.063, 0.097], [-0.001, 0.092, -0.028], [0.002, 0.014, 0.044], [-0.079, -0.192, 0.175], [0.119, -0.017, 0.000], [0.002, -0.028, 0.022], [0.007, 0.027, -0.036], [-0.070, -0.025, -0.004], [0.001, 0.050, 0.019], [0.010, -0.092, 0.023], [0.000, -0.007, 0.000], [0.040, 0.003, 0.042], [-0.112, 0.126, 0.032], [-0.019, 0.017, 0.044], [0.000, -0.058, 0.005], [0.048, 0.029, 0.004], [0.023, -0.013, 0.009], [-0.102, -0.024, -0.029], [0.011, 0.030, -0.045], [0.013, 0.013, 0.006], [-0.003, -0.056, 0.013], [0.094, -0.072, 0.111], [-0.035, -0.034, -0.021], [-0.007, 0.035, 0.011], [-0.026, 0.039, -0.036], [-0.022, 0.047, 0.020], [0.009, 0.008, -0.014], [0.005, -0.052, 0.025], [0.081, 0.053, -0.234], [-0.147, 0.089, 0.083], [0.222, -0.046, -0.208], [-0.002, 0.006, -0.003], [0.037, 0.035, 0.069], [-0.003, -0.052, 0.013], [0.067, -0.087, -0.069], [-0.046, 0.018, 0.015], [-0.031, -0.089, -0.086], [-0.007, -0.010, 0.017], [0.013, 0.024, 0.014], [-0.011, 0.034, 0.012]],
  "mulliken_charge": [-0.4651, -0.5604, 0.4149, 0.4043, 0.4687, 0.8854, 0.4012, -0.6907, 1.2804, -0.3129, -0.7683, 0.3709, -0.6593, 0.4931, -0.5512, 0.4002, 0.4804, 0.2324, -0.6702, -0.6715, -0.4667, -0.8426, 0.5257, 0.6691, 0.9531, -0.5294, -0.6628, 0.3292, 0.4110, 0.3224, -0.0744, -0.4614, -0.7910, 0.3249, 0.2696, 0.2608, 0.5257, -0.4509, 0.1775, -0.8868, 0.4877, 0.4327, 0.4729, 0.4744, 0.0523, 0.4619, -1.0815, -0.4357, -0.8054, -0.5789, 0.3593, 0.5532, -0.5519, -0.2229, -1.4715, 0.3623, -0.9735, -0.6348, 0.3688, 0.0783, -0.1497, 0.3033, 0.3785, -0.5114, 0.2852, -0.5845, 0.3959, 0.5898, -0.5270, 0.5255, 0.4794, 0.1890, 0.4180, -0.5759, 0.1575, -0.4821, 0.4769, 0.2887, 0.2636, 0.3113, 0.1806, 0.2070, -0.4976, 0.5594, 0.5672, -0.1251, -1.0384, 0.3967, 0.3491, 0.1704, -0.2351, 0.2758, -0.8510, -0.4589, 0.5293, 0.3056],
  "homo_energy_ev": -8.04,
  "lumo_ev": -1.064,
  "charge": 0,
  "multiplicity": 1,
  "e_tot_ha": -3536.56637,
  "orbital_gap_ev": 6.976,
  "smiles": "CCSCc1cccc2c1N(P(O)O)c1ccc(B(O)N(C)C)cc1S2.O=C1c2ccccc2C(=O)c2ccccc21.O=C1c2ccccc2C(=O)c2ccccc21"
}

Question: Number 2 is which compound?
Answer: C45H38BN2O7PS2

Question: What is the formula in the first record?
Answer: C45H38AsCl2IrN2O3PS

Question: Look up the charge of the second one.
Answer: 0